This record from OMol25 describes a structure of composition C17H15BaBr4N4O3S2 at a distorted geometry. The level of theory is ωB97M-V/def2-TZVPD.

```
46
Properties=species:S:1:pos:R:3:forces:R:3:lowdin_charge:R:1
Ba 0.0198 0.2132 -0.0233 -0.978 0.596 -0.686 2.06
N -2.7839 3.9440 1.3879 -0.061 0.194 0.282 0.04
C -2.2424 2.7631 0.9811 -0.272 -0.134 -0.240 -0.95
S -1.8329 2.6160 -0.6572 -0.135 0.247 -0.644 0.45
N -2.2137 1.8526 1.9336 -0.441 0.692 1.452 -0.05
N -1.7510 0.6493 1.6421 -1.537 -0.498 0.758 -0.23
C -1.8596 -0.2529 2.5532 -0.469 1.110 0.303 -0.13
C -1.4064 -1.5948 2.3353 0.232 -0.933 0.187 -0.29
C -1.4485 -2.5303 3.3801 0.023 0.231 -0.097 -0.01
C -0.9782 -3.8082 3.1699 0.078 0.044 -0.241 -0.07
C -0.5081 -4.1469 1.9064 -0.015 0.063 0.112 -0.07
C -0.5223 -3.1641 0.9293 0.099 -0.395 0.066 -0.15
N -0.9438 -1.9312 1.1252 -0.714 -0.772 0.562 -0.04
H -2.6779 4.7513 0.8012 0.073 -0.115 -0.037 0.07
H -2.8985 4.0689 2.3806 0.047 0.007 -0.013 0.08
H -2.3003 -0.0039 3.5217 0.081 0.036 -0.078 0.12
H -1.8235 -2.2278 4.3459 -0.004 0.052 0.090 0.11
H -0.9550 -4.5271 3.9762 -0.065 -0.057 0.050 0.10
H -0.1308 -5.1354 1.6965 0.041 -0.064 -0.070 0.09
H -0.1721 -3.3733 -0.0721 0.119 -0.139 -0.156 0.11
Br 5.8337 3.6480 2.4514 0.006 0.001 0.001 0.64
C 4.3753 2.4458 2.2924 0.241 0.051 0.319 -0.78
C 4.0596 1.5813 3.3190 0.358 0.265 0.177 -0.78
Br 5.0717 1.5954 4.9264 -0.043 -0.060 -0.016 0.64
C 2.9770 0.7138 3.1698 -0.004 -0.170 0.404 -0.64
Br 2.4667 -0.4754 4.5603 -0.020 -0.044 -0.005 0.69
C 2.1944 0.6715 2.0263 0.420 0.133 0.313 -0.48
O 1.1898 -0.1158 1.8766 1.280 -0.818 2.091 -0.42
C 2.5303 1.5681 0.9464 0.596 0.245 0.369 -0.49
O 1.8188 1.5253 -0.1218 2.014 1.448 -0.601 -0.46
C 3.6027 2.4273 1.1310 0.162 0.338 -0.281 -0.65
Br 3.9672 3.6231 -0.2996 -0.027 -0.044 -0.071 0.69
O -0.5531 -0.5966 -2.0554 -0.308 -2.353 -2.487 -0.87
S -1.0869 0.3281 -3.0736 -0.722 0.234 -2.085 0.89
C -2.0870 -0.7786 -4.1651 0.235 0.326 0.099 -0.30
C -1.0801 -1.4940 -5.0432 0.080 0.020 -0.123 -0.25
C -0.1552 -0.3955 -5.5591 -0.047 -0.222 -0.051 -0.24
C 0.2459 0.4368 -4.3485 -0.261 0.233 -0.010 -0.28
H -2.7558 -0.1495 -4.7495 -0.110 0.079 -0.045 0.09
H -2.6622 -1.4358 -3.5190 -0.047 0.109 0.158 0.10
H -1.5623 -2.0342 -5.8614 0.013 -0.034 0.092 0.11
H -0.5136 -2.2029 -4.4355 -0.026 -0.057 -0.048 0.11
H -0.6994 0.2246 -6.2761 0.054 -0.020 -0.029 0.11
H 0.7213 -0.8095 -6.0613 -0.029 0.088 -0.018 0.11
H 0.3964 1.4858 -4.5909 0.091 0.067 0.081 0.09
H 1.1338 0.0504 -3.8533 -0.009 0.021 0.161 0.10
```
Forces are in eV/Å.

Results
Maximum force   3.438 eV/Å
Orbital gap   5.33 eV
Net charge   -1
Multiplicity   1
Energy above the lowest of the compared OMol25 structures with the same formula, charge and spin   62.2 kcal per mole
HOMO   -3.483 eV